{
  "formula": "C29H27N4O2PPtS",
  "method": "the ωB97M-V functional and the def2-TZVPD basis",
  "elements": ["Pt", "C", "C", "N", "C", "S", "N", "N", "C", "C", "C", "C", "C", "C", "C", "N", "H", "H", "H", "H", "H", "H", "H", "H", "H", "H", "H", "H", "H", "O", "C", "O", "C", "C", "C", "C", "C", "C", "P", "C", "C", "C", "C", "C", "C", "C", "C", "C", "C", "C", "C", "H", "H", "H", "H", "H", "H", "H", "H", "H", "H", "H", "H", "H", "H"],
  "xyz": [[0.8096, -0.2570, 0.3062], [0.3417, -4.4290, -4.2789], [1.4351, -3.3784, -4.1658], [0.9425, -2.0896, -3.7090], [0.7141, -1.7986, -2.4119], [0.1195, -0.1941, -2.0522], [0.9131, -2.7375, -1.5192], [0.6131, -2.2562, -0.2752], [0.3050, -3.0804, 0.7103], [0.3052, -4.5664, 0.5292], [-0.0306, -2.4308, 1.9170], [-0.2591, -3.1385, 3.1470], [-0.5519, -2.4960, 4.2884], [-0.7298, -1.0333, 4.3097], [-0.4743, -0.2925, 3.0341], [-0.1200, -1.0629, 1.8615], [0.7583, -5.3715, -4.6381], [-0.4346, -4.1092, -4.9752], [-0.1171, -4.6024, -3.3057], [1.9038, -3.2098, -5.1356], [2.2095, -3.7128, -3.4741], [0.9180, -1.3152, -4.3482], [0.2493, -4.8050, -0.5285], [-0.5386, -5.0239, 1.0438], [1.2246, -5.0079, 0.9211], [-0.1546, -4.2146, 3.1349], [-0.6612, -3.0429, 5.2161], [-0.4914, -0.5256, 5.2353], [-0.5102, 1.7099, 2.3707], [1.7876, 2.9586, -1.5944], [2.2188, 2.3109, -0.6616], [2.3895, 1.0251, -0.6122], [2.6554, 3.0455, 0.5976], [3.2707, 4.2849, 0.4766], [3.8118, 4.9118, 1.5871], [3.7435, 4.3100, 2.8390], [3.1058, 3.0892, 2.9784], [2.5393, 2.4697, 1.8639], [1.6664, 0.9141, 2.0467], [0.1347, 1.1155, 3.0325], [-1.8980, -0.4171, 3.5312], [-2.6666, 0.7347, 4.0392], [-2.2449, 1.8047, 4.7228], [-0.8623, 2.1353, 5.0780], [0.2140, 1.8205, 4.3575], [2.7716, -0.2233, 2.9291], [3.7068, -0.9250, 2.1690], [4.5601, -1.8290, 2.7802], [4.4808, -2.0485, 4.1500], [3.5494, -1.3563, 4.9089], [2.6972, -0.4434, 4.3010], [3.3303, 4.7317, -0.5069], [4.3095, 5.8670, 1.4773], [4.1883, 4.7883, 3.7016], [3.0740, 2.6149, 3.9508], [-2.4778, -1.1468, 2.9793], [-3.7329, 0.6744, 3.8496], [-3.0022, 2.4986, 5.0698], [-0.7177, 2.7146, 5.9837], [1.1807, 2.1363, 4.7227], [3.7619, -0.7604, 1.0985], [5.2836, -2.3681, 2.1829], [5.1418, -2.7624, 4.6243], [3.4791, -1.5274, 5.9753], [1.9659, 0.0750, 4.9065]],
  "forces_ev_per_angstrom": [[0.701, 0.783, 0.392], [-0.034, -0.028, 0.007], [0.002, 0.057, 0.009], [-0.009, 0.136, -0.017], [-0.012, -0.084, -0.101], [-0.130, -0.132, -0.221], [-0.114, 0.353, 0.266], [-0.024, -0.547, -0.326], [0.038, 0.187, 0.031], [-0.001, -0.025, 0.014], [-0.066, -0.149, 0.174], [0.028, 0.081, -0.196], [-0.028, 0.069, 0.126], [0.049, -0.122, 0.064], [-0.056, -0.118, -0.204], [-0.072, -0.124, 0.146], [-0.001, -0.002, 0.011], [0.008, 0.003, 0.005], [0.005, 0.010, -0.012], [0.007, -0.022, -0.001], [0.010, -0.026, 0.003], [-0.012, -0.017, -0.002], [-0.009, 0.015, -0.013], [0.007, 0.007, 0.004], [0.009, 0.019, 0.000], [0.010, 0.009, 0.002], [-0.020, 0.017, -0.006], [0.006, 0.002, -0.011], [0.035, 0.063, -0.024], [0.140, 0.010, -0.073], [-0.381, 0.041, 0.071], [0.131, -0.348, -0.044], [0.059, -0.030, 0.054], [-0.007, 0.032, 0.024], [0.001, 0.003, 0.026], [-0.015, -0.009, -0.052], [-0.016, 0.074, -0.040], [0.084, 0.013, -0.120], [-0.213, -0.284, -0.002], [0.045, 0.076, 0.134], [-0.105, 0.108, 0.028], [-0.013, -0.137, -0.066], [0.181, 0.072, 0.065], [-0.168, -0.030, -0.039], [-0.034, -0.078, -0.065], [-0.024, 0.082, 0.050], [0.069, 0.032, -0.054], [-0.008, 0.002, 0.017], [-0.018, 0.024, -0.016], [0.001, 0.007, -0.049], [-0.029, -0.040, 0.048], [0.000, -0.010, -0.004], [-0.009, -0.001, -0.002], [0.003, 0.000, -0.005], [-0.004, -0.022, -0.004], [-0.002, 0.006, -0.006], [0.006, -0.021, 0.000], [0.018, 0.014, 0.014], [-0.015, 0.004, -0.002], [0.025, -0.016, 0.009], [-0.020, 0.010, -0.003], [-0.002, -0.006, 0.004], [0.004, 0.003, -0.006], [-0.001, 0.000, -0.004], [-0.009, 0.004, -0.009]],
  "relative_energy_ev": 2.4646,
  "orbital_gap_ev": [6.19, 6.34],
  "spin_multiplicity": 3
}

---

{
  "formula": "C29H28MoN2O10PSSe",
  "method": "the ωB97M-V functional and the def2-TZVPD basis",
  "elements": ["Mo", "O", "N", "C", "C", "C", "C", "C", "C", "C", "P", "C", "C", "C", "C", "C", "C", "C", "C", "C", "C", "C", "C", "H", "H", "H", "H", "H", "H", "H", "H", "H", "H", "H", "H", "H", "H", "H", "H", "C", "C", "C", "C", "C", "C", "C", "S", "O", "O", "N", "C", "C", "O", "O", "H", "H", "H", "H", "H", "H", "H", "H", "H", "C", "O", "H", "H", "H", "O", "Se", "O", "O", "O"],
  "xyz": [[-0.1132, -0.5602, 0.2583], [-0.1917, 2.5189, -1.6200], [-0.0630, 1.9138, -2.8696], [1.1603, 1.7711, -3.1830], [2.3751, 2.2704, -2.5009], [3.3696, 2.6871, -3.3835], [4.4788, 3.3839, -2.9415], [4.5865, 3.7020, -1.5972], [3.6351, 3.2428, -0.7004], [2.5389, 2.4874, -1.1252], [1.5110, 1.7163, 0.2036], [2.8074, 1.3784, 1.4480], [3.7458, 0.3937, 1.1287], [4.7905, 0.1157, 1.9874], [4.9149, 0.8237, 3.1790], [3.9854, 1.7954, 3.5075], [2.9266, 2.0736, 2.6448], [0.5097, 3.0302, 0.9592], [0.5393, 4.3500, 0.5191], [-0.1974, 5.3208, 1.1866], [-0.9643, 4.9813, 2.2941], [-1.0038, 3.6649, 2.7338], [-0.2733, 2.6942, 2.0646], [-1.1327, 2.7203, -1.5690], [1.2904, 1.3123, -4.1600], [3.2461, 2.4813, -4.4420], [5.2445, 3.6897, -3.6434], [5.4264, 4.2817, -1.2347], [3.7640, 3.4663, 0.3489], [3.6539, -0.1662, 0.2059], [5.5050, -0.6585, 1.7354], [5.7377, 0.6115, 3.8507], [4.0780, 2.3457, 4.4356], [2.2111, 2.8411, 2.9111], [1.1319, 4.6208, -0.3463], [-0.1645, 6.3477, 0.8429], [-1.5260, 5.7452, 2.8190], [-1.5929, 3.3955, 3.6029], [-0.2878, 1.6759, 2.4350], [-5.9617, 2.8860, 4.6157], [-5.1092, 1.8259, 3.9697], [-5.1988, 0.4984, 4.3846], [-4.4587, -0.4963, 3.7704], [-3.6137, -0.1354, 2.7270], [-3.4871, 1.1843, 2.2949], [-4.2401, 2.1528, 2.9230], [-2.7104, -1.3876, 1.9401], [-3.0410, -1.0670, 0.4089], [-3.1023, -2.6442, 2.4564], [-1.1531, -0.9941, 1.9554], [-0.4212, -1.5035, 3.1620], [1.0512, -1.2984, 2.8669], [1.9383, -1.4037, 3.6247], [1.1858, -0.7619, 1.5762], [-6.1207, 2.6785, 5.6737], [-6.9442, 2.9148, 4.1368], [-5.5161, 3.8750, 4.5137], [-5.8671, 0.2364, 5.1967], [-4.5306, -1.5297, 4.0868], [-2.8214, 1.4506, 1.4842], [-4.1643, 3.1828, 2.5917], [-0.6083, -2.5623, 3.3214], [-0.6848, -0.9409, 4.0552], [-0.1785, -1.4134, -2.7081], [0.2181, -0.7095, -1.4856], [-1.0855, -1.9700, -2.5091], [0.6167, -2.0928, -2.9750], [-0.3438, -0.6587, -3.4610], [0.9255, -3.4608, -1.2569], [0.1986, -3.1910, 0.1588], [-1.3976, -3.5055, 0.2312], [-1.9370, -0.6451, -0.3576], [1.0629, -3.5019, 1.4954]],
  "forces_ev_per_angstrom": [[0.875, 1.265, -0.186], [-0.353, 0.027, -0.160], [0.304, -0.082, -0.025], [0.000, -0.227, -0.051], [-0.397, 0.050, -0.174], [0.067, 0.026, -0.110], [0.051, 0.027, 0.004], [0.031, 0.023, -0.016], [-0.015, -0.148, 0.011], [-0.183, -0.155, 0.087], [0.193, -0.039, 0.368], [-0.012, 0.087, -0.170], [0.011, 0.051, 0.001], [0.040, -0.003, 0.025], [0.016, -0.017, 0.008], [-0.089, 0.023, -0.039], [0.049, -0.007, 0.067], [0.014, -0.020, 0.177], [-0.027, 0.073, 0.032], [0.019, -0.030, -0.028], [-0.013, 0.027, 0.007], [-0.016, 0.046, 0.002], [0.046, 0.086, -0.034], [-0.070, 0.037, 0.065], [0.061, 0.028, 0.065], [0.027, 0.020, 0.087], [-0.048, 0.011, 0.030], [-0.044, -0.021, -0.015], [0.017, -0.085, 0.066], [-0.001, -0.026, -0.065], [-0.034, 0.050, 0.008], [-0.050, -0.002, -0.023], [-0.008, -0.017, -0.036], [0.030, 0.007, -0.003], [-0.014, -0.011, 0.051], [-0.007, -0.053, 0.017], [0.033, -0.035, -0.034], [0.043, 0.011, -0.046], [0.007, -0.090, 0.028], [0.042, -0.079, -0.062], [-0.095, 0.096, 0.053], [-0.062, 0.009, 0.074], [0.029, 0.053, -0.010], [-0.091, 0.050, 0.180], [-0.070, -0.125, 0.068], [-0.050, 0.084, 0.020], [0.209, 0.605, 0.103], [0.172, -0.014, 0.034], [0.142, -0.110, -0.314], [-0.147, -0.785, 0.659], [-0.218, 0.203, -0.529], [-0.577, 0.492, -0.598], [0.446, -0.113, 0.124], [0.257, -0.317, 0.720], [0.025, -0.003, -0.039], [0.048, -0.009, 0.011], [0.000, -0.038, 0.005], [0.041, 0.020, -0.033], [-0.019, 0.079, -0.047], [0.000, -0.033, -0.035], [0.001, -0.059, 0.034], [-0.025, -0.096, -0.018], [-0.042, 0.096, 0.063], [0.151, 0.353, 0.433], [0.043, -0.485, -1.012], [-0.176, -0.058, 0.121], [0.148, 0.000, 0.008], [-0.058, 0.275, -0.084], [-0.135, 0.017, 0.732], [0.031, -1.301, 0.025], [0.743, 0.221, -0.065], [-0.817, -0.079, -0.106], [-0.499, 0.145, -0.506]],
  "relative_energy_ev": 5.7559,
  "orbital_gap_ev": 6.97,
  "charge": 1
}

---

{
  "formula": "C29H28N2NiO6S2",
  "method": "the ωB97M-V functional and the def2-TZVPD basis",
  "elements": ["Ni", "O", "S", "C", "C", "C", "C", "S", "O", "C", "C", "C", "C", "C", "C", "C", "C", "C", "C", "C", "C", "H", "H", "H", "H", "H", "H", "H", "H", "H", "H", "H", "H", "H", "H", "H", "H", "H", "H", "O", "C", "O", "C", "C", "C", "N", "C", "C", "C", "O", "O", "H", "H", "H", "N", "C", "C", "C", "C", "C", "C", "H", "H", "H", "H", "H", "H", "H"],
  "xyz": [[1.0019, -0.4794, 0.0841], [-0.9858, -0.3609, 0.5440], [-1.9775, 0.3434, 1.4434], [-3.5106, -0.5972, 1.1172], [-3.5322, -1.2159, -0.2816], [-2.6656, -2.4812, -0.3912], [-2.1105, -2.6890, -1.8026], [-0.3202, -2.9653, -1.9410], [0.3658, -1.6901, -1.4999], [-0.1038, -4.1966, -0.6680], [0.3416, -3.8732, 0.6045], [0.4930, -4.8889, 1.5398], [0.1982, -6.2017, 1.2023], [-0.2439, -6.5138, -0.0779], [-0.3861, -5.5113, -1.0242], [-2.3046, 1.8725, 0.6023], [-2.1024, 1.9812, -0.7719], [-2.3136, 3.2061, -1.3802], [-2.7110, 4.3026, -0.6197], [-2.8731, 4.1931, 0.7536], [-2.6617, 2.9678, 1.3748], [-4.3210, 0.1167, 1.2772], [-3.5648, -1.3581, 1.8992], [-3.1750, -0.4706, -0.9900], [-4.5659, -1.4280, -0.5615], [-3.2264, -3.3620, -0.0743], [-1.8357, -2.3820, 0.2925], [-2.2464, -1.8050, -2.4335], [-2.5613, -3.5306, -2.3349], [0.5646, -2.8671, 0.9024], [0.8428, -4.6365, 2.5342], [0.3206, -6.9883, 1.9366], [-0.4647, -7.5404, -0.3435], [-0.7067, -5.7536, -2.0343], [-1.7341, 1.1344, -1.3364], [-2.1603, 3.3104, -2.4480], [-2.8573, 5.2662, -1.0964], [-3.0900, 5.0660, 1.3496], [-2.7317, 2.8817, 2.4543], [1.6038, 4.9705, 4.3412], [0.6212, 4.6566, 3.6421], [-0.5107, 5.1914, 3.5018], [0.8597, 3.4835, 2.6759], [0.8915, 3.6662, 1.2908], [1.0724, 2.5808, 0.4565], [1.2002, 1.3333, 0.9244], [1.1865, 1.1443, 2.2664], [1.0333, 2.1813, 3.1533], [1.3449, -0.2962, 2.7457], [1.2225, -0.5598, 3.9260], [1.6187, -1.1487, 1.7937], [0.7613, 4.6577, 0.8719], [1.0985, 2.6963, -0.6236], [1.0519, 1.9739, 4.2147], [2.9123, -0.6291, -0.7127], [3.3300, 0.3170, -1.7348], [2.3841, 0.8228, -2.6156], [2.7648, 1.7483, -3.5791], [4.0813, 2.1760, -3.6572], [5.0237, 1.6703, -2.7716], [4.6501, 0.7389, -1.8138], [3.0335, -1.5817, -1.0390], [3.4882, -0.5222, 0.1117], [1.3582, 0.4821, -2.5597], [2.0246, 2.1387, -4.2675], [4.3723, 2.9051, -4.4022], [6.0527, 2.0041, -2.8215], [5.3838, 0.3430, -1.1187]],
  "forces_ev_per_angstrom": [[-0.088, 0.357, -0.233], [-0.009, -0.358, -0.185], [0.048, 0.042, -0.021], [-0.062, 0.055, -0.052], [0.065, 0.034, 0.121], [-0.101, 0.069, -0.131], [-0.006, 0.051, -0.014], [-0.064, -0.047, 0.007], [0.033, -0.231, 0.098], [0.018, -0.040, 0.031], [-0.138, -0.285, -0.094], [0.015, -0.015, 0.035], [0.010, -0.009, 0.027], [-0.012, -0.020, -0.019], [-0.024, -0.015, -0.094], [-0.113, 0.096, -0.047], [0.035, 0.038, 0.129], [-0.070, -0.010, -0.017], [0.024, 0.115, 0.023], [0.184, -0.091, -0.078], [-0.018, -0.020, 0.064], [0.004, -0.055, 0.001], [0.036, 0.036, -0.012], [-0.005, 0.055, -0.068], [-0.012, -0.006, 0.053], [-0.027, 0.001, -0.050], [0.142, -0.009, 0.172], [-0.027, -0.045, 0.024], [0.052, -0.004, 0.040], [0.117, 0.353, 0.059], [-0.023, -0.013, -0.066], [-0.010, 0.028, -0.029], [0.014, 0.050, 0.005], [0.037, 0.032, 0.086], [-0.015, -0.021, 0.007], [0.004, 0.011, 0.052], [0.017, -0.097, 0.017], [-0.057, 0.021, 0.076], [0.035, 0.047, -0.055], [-0.664, -0.468, -0.284], [0.020, 0.991, -0.366], [0.577, -0.614, 0.139], [-0.064, -0.081, 0.155], [-0.005, 0.095, 0.100], [-0.008, -0.053, 0.062], [0.136, 0.087, 0.449], [0.016, -0.045, -0.284], [0.010, 0.185, 0.063], [0.047, -0.108, 0.117], [0.065, 0.026, -0.320], [-0.153, -0.004, 0.201], [-0.008, -0.074, 0.039], [0.003, -0.012, 0.074], [-0.013, -0.011, -0.018], [0.049, 0.206, -0.317], [-0.097, -0.014, 0.085], [0.113, -0.009, -0.060], [-0.071, -0.044, 0.006], [0.051, 0.007, 0.020], [-0.013, 0.020, -0.002], [-0.005, -0.014, 0.068], [-0.003, -0.083, -0.056], [0.113, -0.042, 0.218], [-0.051, -0.034, 0.036], [0.035, -0.011, 0.034], [-0.002, -0.018, 0.018], [-0.040, -0.015, -0.001], [-0.041, 0.034, -0.039]],
  "relative_energy_ev": 0.3562,
  "orbital_gap_ev": [7.09, 7.09],
  "spin_multiplicity": 3
}

---

Q: Which formula does entry 3 have?
A: C29H28N2NiO6S2